Record 1
This record from the OMol25 dataset describes H19HfO11 as an isolated structure in a non-equilibrium geometry. The level of theory is ωB97M-V/def2-TZVPD.

Each line ends with the Löwdin charge.
CARTESIAN COORDINATES (ANGSTROEM)
Hf1 0.39 -1.33 -1.50  1.549
O1 -0.18 -0.23 0.00  -0.356
H1 -0.74 0.15 0.76  0.056
O2 -1.32 -1.49 -2.41  -0.354
H2 -1.82 -2.17 -2.87  0.045
O3 0.56 -3.02 -0.63  -0.343
H3 0.52 -3.95 -0.31  0.066
O4 1.62 1.82 0.77  -0.018
H4 1.11 1.07 0.89  -0.068
H5 1.62 2.24 1.63  0.041
O5 2.34 -1.47 1.67  -0.026
H6 2.66 -2.21 2.14  0.039
H7 1.54 -1.14 2.08  -0.014
O6 0.59 0.47 -2.52  -0.104
H8 -0.08 1.18 -2.38  0.070
H9 0.97 0.80 -3.38  0.154
O7 2.39 -1.07 -1.09  -0.055
H10 2.74 -0.19 -1.28  0.111
H11 2.74 -1.35 -0.27  0.047
O8 -1.28 2.20 -1.45  -0.044
H12 -0.74 2.68 -0.83  0.050
H13 -1.94 2.02 -0.74  0.026
O9 0.51 -0.28 3.22  -0.038
H14 1.02 0.49 3.57  0.087
H15 -0.41 -0.22 3.51  0.073
O10 -3.06 0.00 -1.00  -0.043
H16 -2.75 -0.67 -1.62  0.005
H17 -2.38 0.12 -0.39  -0.069
O11 -1.91 1.79 1.28  0.012
H18 -2.12 1.35 2.08  0.056
H19 -2.59 2.38 1.08  0.043

Its strongest force on any atom is 4.70 eV Å⁻¹. For the HOMO energy, the calculation gives -0.4928 hartree. The charge is +1.

***

Record 2
This record from the OMol25 dataset describes an isolated molecule of C8H10ClN3 in a non-equilibrium geometry. The level of theory is ωB97M-V/def2-TZVPD.

Each line ends with the Löwdin charge.
CARTESIAN COORDINATES (ANGSTROEM)
C1 -2.92 0.00 -0.13  -0.072
N1 -1.70 -0.70 0.10  -0.191
C2 -1.93 -2.12 -0.10  -0.054
C3 -0.45 -0.20 -0.04  -0.272
C4 -0.13 1.08 -0.40  -0.013
C5 1.13 1.89 -0.49  -0.137
N2 2.33 2.00 -0.02  -0.008
C6 3.03 1.16 0.77  -0.294
C7 2.91 -0.30 0.27  -0.673
Cl1 4.30 -0.97 -0.49  0.677
C8 1.75 -0.81 0.27  -0.138
N3 0.58 -1.02 0.57  0.171
H1 -2.86 1.12 -0.18  0.100
H2 -3.55 -0.38 -0.99  0.107
H3 -3.52 -0.29 0.68  0.067
H4 -2.55 -2.47 0.69  0.075
H5 -2.33 -2.36 -1.12  0.104
H6 -0.92 -2.55 0.13  0.094
H7 -0.89 1.64 -0.91  0.074
H8 0.82 2.71 -1.16  0.099
H9 2.71 1.16 1.91  0.161
H10 4.18 1.40 0.63  0.125

Its strongest force on any atom is 4.34 eV Å⁻¹. For the HOMO energy, the calculation gives -0.2992 hartree. As for the SMILES: CN(C)/C1=C/C=N\CC(Cl)=C=N1.

***

Record 3
This record from the OMol25 dataset describes C4H19B2NOSn as an isolated structure in a non-equilibrium geometry. The level of theory is ωB97M-V/def2-TZVPD.

Each line ends with the Löwdin charge.
CARTESIAN COORDINATES (ANGSTROEM)
Sn1 8.52 14.99 -19.73  1.335
B1 4.07 15.95 -17.61  -0.346
H1 3.55 15.90 -18.55  -0.083
H2 4.73 15.10 -17.46  -0.077
H3 4.67 16.85 -17.60  -0.094
H4 3.35 15.98 -16.81  -0.056
B2 12.62 12.83 -20.47  -0.360
H5 11.82 12.85 -21.19  -0.101
H6 12.84 11.84 -20.10  -0.075
H7 13.52 13.23 -20.91  -0.060
H8 12.39 13.46 -19.63  -0.089
C1 10.31 7.78 -19.04  -0.067
C2 9.02 8.56 -19.08  -0.476
C3 8.90 9.51 -17.87  -0.175
O1 7.87 10.53 -18.05  -0.220
C4 6.59 9.92 -18.00  -0.120
N1 9.06 9.47 -20.19  0.039
H9 10.33 7.19 -18.12  0.077
H10 11.19 8.41 -18.98  0.086
H11 10.33 7.08 -19.88  0.083
H12 8.17 7.88 -19.16  0.131
H13 9.87 9.98 -17.75  0.125
H14 8.63 8.98 -16.96  0.120
H15 6.36 9.50 -17.02  0.091
H16 6.44 9.26 -18.85  0.082
H17 5.91 10.76 -18.17  0.086
H18 9.87 10.02 -19.95  0.071
H19 9.38 8.93 -20.99  0.074

Its strongest force on any atom is 5.24 eV Å⁻¹. For the HOMO energy, the calculation gives -0.3275 hartree.

***

Record 4
This record from the OMol25 dataset describes an isolated ion of composition C5H6N and charge +1 in a non-equilibrium geometry. The level of theory is ωB97M-V/def2-TZVPD.

Each line ends with the Löwdin charge.
CARTESIAN COORDINATES (ANGSTROEM)
C1 -1.36 -0.61 0.22  -0.049
C2 -0.50 -1.48 0.01  -0.005
N1 0.70 -0.59 -0.06  0.086
C3 0.41 0.69 -0.27  -0.091
C4 -0.95 0.92 0.12  -0.031
C5 2.07 0.55 -0.10  0.296
H1 -2.47 -0.87 0.27  0.163
H2 -0.68 -2.31 -0.61  0.139
H3 -1.67 1.50 -0.34  0.118
H4 -0.69 1.43 1.05  0.161
H5 2.65 0.44 -1.11  0.144
H6 2.50 0.34 0.82  0.069

Its strongest force on any atom is 10.00 eV Å⁻¹. For the HOMO energy, the calculation gives -0.5640 hartree. The charge is +1. As for the SMILES: C1=C[N+]2=C(C1)C2.

***

Respective molecular weight values: 373.6 183.6 237.5 80.1 g/mol.
Respective energy above the lowest of the compared OMol25 structures with the same formula, charge and spin values: 0.0 85.1 250.0 147.1 kcal/mol.